No. 1
{
  "formula": "C3H17HfO16",
  "method": "ωB97M-V with the def2-TZVPD basis set",
  "spin_multiplicity": 1,
  "total_charge": 1,
  "gap_ev": 10.551,
  "e_homo_ev": -13.78,
  "de_lowest_ev": 0.000,
  "species": ["Hf", "C", "O", "O", "O", "H", "C", "O", "O", "O", "H", "C", "O", "O", "O", "H", "O", "H", "H", "O", "H", "H", "O", "H", "H", "O", "H", "H", "O", "H", "H", "O", "H", "H", "O", "H", "H"],
  "positions_angstrom": [[17.90, -12.10, -7.40], [18.69, -11.21, -9.59], [19.41, -11.68, -8.74], [19.01, -11.08, -10.84], [17.56, -11.04, -9.11], [19.77, -11.63, -11.02], [17.10, -14.37, -8.29], [18.28, -14.00, -8.11], [16.70, -15.58, -8.61], [16.46, -13.39, -8.15], [17.42, -16.14, -8.72], [18.97, -13.10, -5.38], [17.78, -13.12, -5.62], [19.57, -13.79, -4.41], [19.46, -12.41, -6.25], [18.84, -14.22, -3.92], [18.39, -10.08, -6.82], [19.29, -9.71, -6.70], [17.75, -9.43, -6.50], [17.68, -10.58, -4.17], [16.80, -10.56, -3.74], [18.14, -11.29, -3.78], [20.83, -10.55, -3.64], [21.17, -11.36, -4.06], [21.53, -9.90, -3.78], [15.96, -11.38, -6.63], [15.48, -10.71, -7.27], [15.25, -11.71, -6.05], [18.07, -15.51, -3.17], [17.74, -16.03, -2.41], [17.50, -15.78, -3.90], [16.52, -13.13, -2.74], [16.22, -13.14, -3.67], [17.00, -13.98, -2.62], [20.02, -14.36, -0.84], [20.09, -14.80, -1.68], [19.24, -13.82, -0.88]]
}

No. 2
{
  "formula": "C6H4O2S3",
  "method": "ωB97M-V with the def2-TZVPD basis set",
  "spin_multiplicity": 1,
  "gap_ev": 7.837,
  "e_homo_ev": -9.15,
  "de_lowest_ev": 3.171,
  "species": ["C", "C", "C", "C", "C", "C", "O", "O", "S", "S", "S", "H", "H", "H", "H"],
  "positions_angstrom": [[0.01, -0.21, 0.19], [-0.37, 1.05, -0.01], [1.29, -2.48, -0.58], [0.74, 1.88, -0.09], [-1.37, -0.74, 0.14], [-1.91, 0.74, -0.09], [2.64, -0.05, 1.24], [2.30, -0.33, -1.22], [2.02, -2.90, 0.69], [1.14, 3.37, -0.39], [1.86, 0.18, 0.06], [-1.58, -1.39, -0.66], [-1.80, -1.22, 1.17], [-2.56, 1.28, 0.67], [-2.41, 0.82, -1.11]]
}